Entry 1:
Computed, not measured: a molecular structure, C21H22Br2IrN5O6P2, with ωB97M-V/def2-TZVPD.

Summary:
Expectation value of S² ... 0.791
Multiplicity ... 2
Net charge ... +3
HOMO level (alpha / beta) ... -0.6408 / -0.6407 hartree
Gap between HOMO and LUMO (alpha / beta) ... 8.416 / 6.370 eV

Element x y z (Å)
1 Ir -0.335 -0.580 -0.006
2 N 0.527 1.958 4.494
3 C 0.149 0.705 3.712
4 C -0.271 -0.353 4.743
5 P -1.474 1.123 2.803
6 O -2.106 -1.342 2.390
7 O -1.109 2.191 1.667
8 O -1.655 -0.187 1.670
9 P 1.636 0.043 2.792
10 O 2.423 1.407 2.464
11 O 2.403 -0.873 3.630
12 O 1.044 -0.498 1.501
13 H -0.234 2.269 5.109
14 H 0.805 2.761 3.903
15 H 1.323 1.744 5.106
16 H -1.164 -0.050 5.296
17 H 0.546 -0.541 5.441
18 H -0.486 -1.300 4.248
19 H -3.076 -1.254 2.348
20 H 3.356 1.386 2.731
21 C -3.808 -1.160 -2.543
22 C -3.007 -0.839 -1.444
23 N -1.683 -0.888 -1.510
24 C -1.100 -1.252 -2.686
25 C -1.821 -1.586 -3.830
26 C -3.226 -1.538 -3.730
27 C -1.088 -1.942 -5.013
28 C 0.266 -1.932 -5.028
29 C 1.021 -1.568 -3.860
30 C 2.428 -1.498 -3.792
31 C 3.031 -1.118 -2.616
32 C 2.253 -0.823 -1.492
33 N 0.930 -0.889 -1.539
34 C 0.321 -1.247 -2.702
35 H -4.883 -1.109 -2.440
36 H -3.441 -0.535 -0.501
37 H -3.840 -1.794 -4.585
38 H -1.641 -2.216 -5.902
39 H 0.804 -2.198 -5.929
40 H 3.025 -1.741 -4.662
41 H 4.107 -1.053 -2.536
42 H 2.695 -0.550 -0.544
43 Br -0.393 -3.069 0.378
44 C 1.201 -3.566 1.463
45 Br 2.799 -3.608 0.451
46 H 0.943 -4.563 1.803
47 H 1.266 -2.837 2.260
48 N 0.875 4.586 2.812
49 C 0.592 4.364 1.719
50 C 0.216 3.730 0.501
51 C 0.032 4.280 -0.732
52 C -0.327 3.419 -1.776
53 C -0.451 2.020 -1.552
54 N -0.282 1.447 -0.395
55 C 0.002 2.270 0.759
56 H 0.163 5.340 -0.903
57 H -0.501 3.795 -2.774
58 H -0.684 1.378 -2.394
59 H 0.902 1.879 1.222


Entry 2:
Computed, not measured: a molecular structure, C29H30CoF6N6O5S7, with ωB97M-V/def2-TZVPD.

Summary:
Expectation value of S² ... 3.760
Multiplicity ... 4
Net charge ... 0
HOMO level (alpha / beta) ... -0.2769 / -0.2755 hartree
Gap between HOMO and LUMO (alpha / beta) ... 6.770 / 6.730 eV

Element x y z (Å)
1 Co 1.035 -0.106 -0.404
2 C 1.009 5.131 1.156
3 S 2.587 4.280 1.019
4 C 2.121 2.670 0.501
5 S 0.501 2.135 0.548
6 N 3.189 2.003 0.112
7 N 2.909 0.700 -0.146
8 C 3.827 -0.033 -0.643
9 C 3.562 -1.488 -0.674
10 C 4.528 -2.400 -1.058
11 C 4.254 -3.754 -0.935
12 C 3.036 -4.153 -0.416
13 C 2.115 -3.174 -0.072
14 N 2.359 -1.876 -0.213
15 H 1.247 6.193 1.191
16 H 0.474 4.842 2.059
17 H 0.396 4.913 0.284
18 H 4.776 0.389 -0.962
19 H 5.477 -2.047 -1.437
20 H 4.992 -4.488 -1.229
21 H 2.791 -5.196 -0.280
22 H 1.148 -3.444 0.337
23 O 0.547 0.247 -2.202
24 C 0.084 1.255 -3.021
25 C -0.012 0.707 -4.441
26 C 0.167 1.349 -5.627
27 C -0.134 0.525 -6.752
28 C -0.536 -0.721 -6.383
29 S -0.540 -0.906 -4.681
30 C 1.047 2.439 -3.031
31 C 0.839 3.761 -2.788
32 C 2.035 4.538 -2.853
33 C 3.125 3.783 -3.150
34 S 2.710 2.137 -3.353
35 C -1.313 1.720 -2.624
36 C -2.149 2.556 -3.305
37 C -3.414 2.712 -2.674
38 C -3.515 1.971 -1.535
39 S -2.080 1.098 -1.231
40 H 0.514 2.372 -5.695
41 H -0.051 0.849 -7.780
42 H -0.810 -1.547 -7.019
43 H -0.135 4.164 -2.549
44 H 2.072 5.606 -2.689
45 H 4.149 4.102 -3.255
46 H -1.875 3.026 -4.240
47 H -4.211 3.330 -3.064
48 H -4.362 1.870 -0.876
49 C -2.455 1.275 4.410
50 C -1.923 1.304 2.951
51 N -0.911 0.278 2.774
52 C 0.240 0.540 3.621
53 C -0.195 0.590 5.107
54 N -1.657 0.238 5.155
55 C -1.888 -1.125 4.554
56 C -1.466 -1.031 3.072
57 H -3.500 0.979 4.474
58 H -2.322 2.222 4.931
59 H -1.487 2.271 2.706
60 H -2.735 1.114 2.250
61 H 0.694 1.481 3.312
62 H 0.970 -0.253 3.465
63 H -0.091 1.582 5.544
64 H 0.331 -0.130 5.732
65 H -1.957 0.225 6.126
66 H -2.942 -1.372 4.664
67 H -1.302 -1.844 5.125
68 H -2.330 -1.213 2.436
69 H -0.722 -1.788 2.842
70 F -0.173 -2.801 -2.153
71 C -1.200 -3.379 -1.543
72 F -2.269 -3.313 -2.321
73 F -0.899 -4.659 -1.328
74 S -1.552 -2.505 0.081
75 O -0.537 -1.472 0.164
76 O -2.923 -2.094 0.020
77 N -1.208 -3.573 1.178
78 S -2.321 -4.354 2.009
79 O -2.923 -3.540 3.037
80 O -3.156 -5.221 1.237
81 C -1.137 -5.420 2.926
82 F -0.288 -6.042 2.116
83 F -1.824 -6.328 3.613
84 F -0.425 -4.683 3.793


Entry 3:
Computed, not measured: C5H9F in the gas phase in a non-equilibrium geometry, with ωB97M-V/def2-TZVPD.

Summary:
SMILES ... C/C=C/[C@H](C)F
Multiplicity ... 1
Net charge ... 0
HOMO level ... -0.3429 hartree
Gap between HOMO and LUMO ... 10.347 eV

Element x y z (Å)
1 C 1.302 -0.050 2.090
2 C 0.052 -0.189 1.311
3 C 0.033 0.437 0.059
4 C -1.116 0.344 -0.938
5 C -0.678 -0.311 -2.192
6 H 2.406 -0.041 1.508
7 H 1.448 -1.081 2.685
8 H 1.322 0.792 2.917
9 H -0.641 -1.068 1.572
10 H 0.915 1.130 -0.201
11 H -1.866 -0.155 -0.474
12 H -1.581 -0.973 -2.733
13 H -0.235 0.572 -2.923
14 H 0.123 -1.152 -1.674
15 F -1.485 1.746 -1.007


Entry 4:
Computed, not measured: 2 unconnected molecules or ions with the total composition C2H8IN2 in a non-equilibrium geometry, with ωB97M-V/def2-TZVPD.

Summary:
Multiplicity ... 1
Net charge ... +1
HOMO level ... -0.5178 hartree
Gap between HOMO and LUMO ... 9.822 eV

Element x y z (Å)
1 C -1.905 1.329 0.591
2 C -0.790 0.789 -0.126
3 N 2.111 -1.609 -0.434
4 N 0.008 -0.166 0.268
5 I -0.241 1.525 -2.098
6 H -1.931 2.514 0.625
7 H -2.198 0.943 1.536
8 H -2.849 1.187 0.209
9 H 2.548 -1.279 -1.283
10 H 2.715 -1.599 0.342
11 H 1.017 -0.657 0.045
12 H 1.893 -2.514 -0.839
13 H -0.377 -0.463 1.164


Across the entries above, relative energy (zero: lowest compared OMol25 entry of this formula, charge and spin) takes the values 247.3, 77.5, 276.1, 105.0 kJ/mol, respectively.
Across the entries above, electronic energy takes the values -7472.86449, -6597.04285, -295.65496, -487.92291 hartree, respectively.